No. 1
{
  "formula": "C45H105NO31P4",
  "method": "wB97M-V/def2-TZVPD",
  "elements": ["C", "H", "C", "H", "O", "H", "H", "C", "O", "O", "C", "H", "H", "O", "H", "O", "C", "H", "O", "H", "O", "H", "H", "C", "C", "H", "H", "H", "H", "C", "H", "H", "H", "H", "C", "C", "C", "H", "P", "O", "O", "O", "O", "C", "H", "H", "H", "H", "O", "H", "O", "H", "C", "H", "C", "C", "C", "C", "C", "H", "C", "H", "C", "H", "C", "O", "H", "H", "H", "C", "C", "H", "H", "C", "H", "H", "O", "C", "H", "O", "H", "H", "H", "O", "C", "O", "C", "H", "O", "H", "H", "H", "C", "H", "O", "O", "H", "C", "H", "H", "H", "C", "H", "C", "H", "H", "H", "C", "O", "O", "H", "H", "C", "H", "C", "H", "O", "H", "H", "H", "H", "H", "C", "H", "H", "P", "H", "H", "H", "H", "O", "H", "H", "P", "H", "H", "C", "H", "H", "H", "H", "O", "H", "H", "C", "H", "H", "H", "C", "H", "H", "O", "C", "H", "H", "H", "H", "N", "H", "C", "H", "H", "H", "H", "H", "H", "C", "H", "C", "H", "O", "H", "O", "H", "C", "H", "P", "H", "H", "C", "H", "H", "C", "O", "O", "H"],
  "xyz": [[-1.2144, 7.3377, -1.7456], [-4.5961, -1.2077, 2.8043], [-3.2087, -4.3927, 0.0407], [2.4393, 1.1909, -2.8765], [2.1382, 2.3820, 2.3947], [0.1549, -3.2250, -1.6803], [-0.2500, 7.5129, -2.2224], [-3.1996, -2.8649, -3.8896], [1.9384, 3.6954, -2.6885], [-5.0819, 2.5082, 3.9217], [-0.3040, 4.1476, -6.4503], [3.5227, -4.0137, -3.4877], [-1.4503, 0.5029, 2.1244], [-0.2525, -0.0869, -0.2389], [-6.5222, 3.7846, 3.5959], [2.1541, -2.1194, -6.7355], [3.7339, 0.6574, 2.6754], [4.2752, 2.5472, 1.9292], [2.2529, -3.2599, -9.1028], [3.3321, -1.4166, -10.5861], [-1.6233, 6.0382, -2.0739], [1.4841, -2.9681, 4.1379], [0.8491, -3.8617, 5.4076], [4.0477, -0.8739, -9.9685], [4.1411, -4.9113, -3.4828], [-0.3310, -3.6060, 2.4701], [-0.5239, -2.2777, -4.8129], [-2.0515, 3.0741, 2.8007], [3.2721, 1.1938, -9.9702], [2.1342, 5.5036, 4.2494], [5.1265, -4.6860, -3.8905], [0.1599, -0.7672, -5.4407], [2.2435, 3.3858, -0.7248], [-2.0330, -6.6037, 7.3822], [3.3016, 6.1507, -3.8319], [6.3460, -3.9748, -6.5545], [-3.8667, -5.3158, 1.1000], [0.1719, 2.9670, -4.7458], [1.1934, 3.2829, 3.2639], [-1.3245, -4.6668, 4.0615], [-3.5873, -3.2874, -4.9857], [-1.5232, 3.9644, -1.5890], [3.7891, -1.1812, -8.5366], [0.8310, -2.4668, -1.2852], [-2.4023, 5.6542, 3.1378], [-4.1185, -6.2436, 0.5863], [-4.6342, -0.4708, 1.2175], [-0.2551, -6.9017, -5.4432], [-0.1752, -1.0771, 1.7851], [-1.2990, 4.0778, 4.0160], [1.4349, -5.2174, -3.0135], [6.9293, -4.0198, -7.4742], [2.6501, 3.0192, -1.6674], [3.3952, 0.1187, 1.7904], [0.9016, -3.8714, 4.3189], [0.2136, 4.0310, -4.9785], [0.0379, -1.0222, 0.4969], [-1.1255, 2.7991, -0.8821], [3.6829, 5.4982, 4.3929], [-3.6381, -1.9021, -1.3567], [-3.7559, -1.1544, 6.8578], [1.7143, 6.4856, 4.0315], [-0.5243, 0.0662, 2.4986], [-0.9567, -2.7213, 3.8323], [-1.3354, 3.8833, 2.9441], [-4.1970, 0.8573, 2.8088], [1.7015, 5.0737, 5.1528], [3.5727, 5.6801, -1.7367], [-2.6723, -5.0874, 7.9730], [0.2612, -7.4331, -4.6438], [-2.4431, -5.6449, 7.0649], [-3.5722, -1.4017, 7.9034], [-1.6507, -5.0527, 6.6072], [-0.8743, 0.5487, 9.2362], [-0.4888, -0.4545, 9.0544], [4.8092, -3.0595, -5.4735], [-2.5880, -3.7353, -3.0264], [-0.9075, 5.0481, -1.3686], [0.9677, -3.7608, -6.1893], [3.3109, -5.9227, -4.0381], [-1.1513, 3.3422, 7.7840], [-1.3505, -5.3386, -2.8334], [1.1428, -1.7029, -4.3682], [4.2378, -3.3900, -7.4255], [3.5724, 2.1593, 2.6665], [-0.1410, 3.3862, 2.3235], [-2.1866, 0.8758, 8.5382], [-0.9096, 3.0394, 0.1590], [1.6201, -7.0591, -4.4904], [-2.0378, -5.1986, -4.4180], [-0.6911, 3.7999, 6.1366], [-0.2885, 1.3948, 6.7682], [3.0421, 6.4192, -2.3370], [0.1051, 3.3728, -7.0987], [0.1047, 5.2155, -0.6535], [-2.8062, -5.4801, 2.0578], [5.9402, -4.9793, -6.4345], [-3.6659, -5.6615, 5.9991], [4.2478, 4.6152, 4.6918], [-2.8278, -0.1888, 5.2529], [4.9282, 1.2023, -9.6616], [4.1800, 0.6491, -10.2292], [-2.4142, 3.4063, 6.5002], [5.1489, -2.9257, -6.5005], [3.6415, 6.0140, 5.3522], [-1.9275, 2.0709, -1.0030], [-1.2494, 0.5627, 10.2595], [0.3912, -1.7927, -5.1525], [3.7759, 4.8463, -4.0081], [3.1369, 2.4332, -4.8091], [-0.9826, 5.8819, 2.3397], [2.3997, 6.3439, -4.4126], [0.9304, -2.6798, -6.3238], [-4.5224, -6.2935, 6.2337], [-2.5127, -0.3941, 6.2760], [4.4020, 0.9329, -11.2580], [0.6526, -2.1274, 0.1060], [1.9727, 6.3751, -2.1307], [1.3763, 1.3017, -1.5426], [-0.2803, 5.1500, -6.8779], [-4.5950, -0.4682, 6.9720], [-3.0689, -0.7586, 2.0069], [-0.4309, -3.6350, 3.5551], [-3.8839, -4.0911, -0.7601], [-5.6740, 3.9240, 5.1850], [-2.8446, -4.7271, 3.5063], [-2.2222, 5.0728, 1.3823], [3.1798, 0.9971, -1.2033], [1.4719, -4.6940, 3.8873], [5.5988, -1.9478, -6.6719], [1.0098, 2.8318, 4.6650], [1.8213, -2.8360, -1.5518], [4.0402, 6.8788, -4.1672], [3.0449, -2.5734, -8.0508], [-1.5908, -0.9710, 6.2035], [7.1191, -3.8264, -5.8004], [-3.0604, -1.2902, -2.0494], [0.7009, -1.5527, -1.8644], [3.7266, 3.1883, -1.6945], [-1.0156, 7.4424, -0.6790], [-2.7590, -3.4530, 0.3615], [1.4756, 4.4776, -5.1048], [-0.5486, -0.2307, 3.5471], [-2.3967, -4.9306, -0.4486], [-1.3711, 3.1865, 6.7278], [3.4609, 7.3614, -1.9833], [0.3243, -8.5181, -4.7276], [0.2511, 0.8259, 2.5970], [-1.7951, 5.1564, 2.3817], [0.1672, -2.6969, -7.1019], [-3.0158, -5.8646, -3.1785], [-3.2993, -1.6120, -3.4217], [-4.1065, -0.4677, 2.1713], [-1.4012, 1.5205, 5.3437], [3.9415, 2.5573, 3.6118], [-4.0547, -4.6450, 5.9397], [-4.7505, -4.9505, 1.6231], [-2.2523, 0.8756, 7.1056], [4.2326, -5.2762, -2.4597], [2.4165, 1.4682, -1.8226], [-1.9430, 8.1391, -1.8680], [-4.0018, -2.0115, 6.2310], [-6.9255, 2.6180, 4.7997], [5.0391, -1.2903, -10.1468], [-0.2281, 2.4048, -1.3588], [-0.0549, 1.2311, 9.0102], [-5.2996, 1.3648, 3.2890], [-0.5247, 4.5002, -4.3283], [-6.1075, 3.2472, 4.4487], [-2.3779, 1.8847, 8.9039], [1.9225, 4.6721, 3.1270], [-3.4200, -0.2638, -1.9767], [-6.4334, 0.8203, 3.2583], [-1.3458, 3.8301, -6.4947], [2.0305, -5.9594, -3.7636], [4.1379, 5.8438, 3.4647], [2.6331, 3.7518, -4.1715], [-2.0111, -1.5197, -1.8639], [3.1739, 0.2718, 3.5273], [-2.2720, -5.0886, -3.3592], [-0.3568, -7.1942, -3.7783], [-2.9760, 0.2960, 9.0164], [-1.2899, 1.6484, 6.4205], [-3.6057, -3.4720, 3.4242], [-3.4014, -5.8388, 4.5576], [4.7309, 0.3093, 2.9456]],
  "atomic_forces_ev_per_a": [[1.3, 0.8, 1.2], [0.2, 0.1, 0.1], [-0.7, 0.0, -0.5], [0.7, 0.0, 0.1], [0.7, 0.0, -0.6], [-0.4, 0.0, 0.7], [-0.2, 0.6, -0.3], [-0.3, -2.7, -1.7], [0.2, 0.6, -2.5], [3.1, -1.2, -0.8], [-1.5, -1.0, 0.6], [0.4, 0.3, 0.2], [0.1, 0.1, 0.2], [-0.1, -0.7, 0.8], [-0.3, 0.6, 0.3], [2.2, 0.1, -1.9], [-0.2, -0.8, 1.2], [-0.9, 0.6, -0.6], [1.1, 0.4, 1.1], [-0.2, 0.4, 0.1], [0.5, -1.2, 1.1], [0.3, 0.1, -0.3], [-0.5, -0.6, -0.1], [1.0, 0.2, 0.8], [-1.6, 0.5, 2.0], [0.1, -0.5, 0.0], [0.0, 0.1, 0.4], [-0.3, 0.1, 0.1], [-0.3, -0.3, -0.1], [2.0, -1.4, -0.2], [-0.4, -0.9, -0.8], [0.0, -0.2, -0.5], [0.1, 0.0, 0.0], [-0.2, -0.1, -0.4], [-0.1, 2.3, 1.4], [-0.3, 0.2, -0.1], [1.1, 1.6, -0.6], [0.1, -0.2, 0.2], [-0.2, -0.4, 0.0], [-1.5, -0.4, -1.6], [0.7, 2.0, 2.2], [-1.5, -1.5, -0.7], [-1.1, -0.7, 0.0], [-0.1, 1.2, -1.0], [-0.9, -0.3, -0.4], [0.3, -0.3, 0.5], [0.0, 0.3, 0.0], [0.5, -0.3, -0.5], [0.6, -1.3, 0.4], [0.8, -0.7, 0.2], [-0.2, -0.9, -0.9], [-0.4, 0.4, -0.4], [0.1, -2.2, 0.3], [0.0, 0.4, -0.2], [-0.3, 1.5, -1.2], [-3.6, -1.7, -3.1], [0.2, 1.4, -2.4], [0.6, -0.7, 0.0], [-1.5, 0.7, 1.2], [-0.2, -0.1, -0.2], [1.3, 0.7, 0.4], [0.3, 0.1, 0.1], [0.0, 1.2, 1.2], [0.5, 0.4, 0.1], [-0.6, -1.1, 0.6], [1.7, -0.1, -0.6], [-0.3, 0.0, -0.1], [-0.2, -0.2, 0.0], [-0.7, 0.0, -0.1], [-0.4, 0.2, 1.0], [-0.7, 0.1, -1.7], [0.2, -0.8, -0.1], [0.1, -0.2, -0.1], [-0.2, -0.9, 0.1], [-0.1, -0.2, -0.2], [-0.6, 0.7, -0.1], [-0.3, 1.1, 0.8], [2.3, 3.0, 1.3], [0.7, -0.1, 1.1], [1.6, -0.5, -1.8], [-0.2, 0.2, 0.0], [-0.2, 0.2, 0.3], [-0.1, -0.3, 0.2], [-1.2, -0.3, -1.2], [0.1, -1.2, -0.1], [1.9, -0.2, 1.3], [0.3, 0.2, -0.1], [-0.1, -0.1, -0.1], [-0.1, 1.3, 0.6], [-0.1, 0.4, -0.2], [0.0, -0.3, 0.0], [0.6, -0.5, -0.6], [0.0, 0.0, 0.0], [0.9, 0.4, 0.0], [-2.9, 0.0, -2.1], [0.3, -0.5, 2.3], [-0.1, 0.0, 0.2], [0.7, 1.9, 0.0], [-1.0, -0.8, -0.3], [0.4, 0.9, 0.0], [0.3, -0.7, 0.4], [-0.9, 0.3, 0.6], [-0.1, 0.7, 0.2], [3.6, -1.8, 1.3], [1.6, 1.4, -0.2], [0.1, 0.2, 0.1], [1.0, 0.2, 0.5], [0.6, -1.2, -0.6], [-0.3, -1.2, -1.2], [-1.5, 3.9, 2.2], [0.5, -0.2, -0.4], [0.1, -0.1, 0.0], [-1.6, 0.7, 0.1], [0.5, -0.3, 0.0], [-1.4, 0.6, 2.2], [-0.1, -0.7, -0.3], [0.2, -1.5, 0.2], [0.2, -0.1, 0.4], [0.3, -0.6, 0.6], [0.4, -0.1, 0.1], [-0.1, 0.1, -0.7], [-0.1, 0.6, 0.4], [0.2, -0.2, 1.7], [-0.3, -0.3, 0.0], [-0.2, -0.2, 0.0], [0.4, -1.7, 0.7], [-0.3, 0.2, 0.2], [-0.4, -0.5, -0.1], [-0.2, -0.2, 0.3], [-0.7, 0.2, -0.2], [-0.3, 0.4, -1.0], [0.2, 0.1, 1.0], [0.3, -0.5, -0.3], [-1.5, 1.7, -0.3], [0.0, -0.5, 0.2], [-0.3, 0.3, 0.4], [0.2, -0.6, 0.0], [-0.1, 0.0, -0.1], [0.0, 0.4, -0.2], [0.2, -0.4, 0.2], [-0.2, -0.1, 0.8], [4.4, 0.7, 2.6], [-0.8, -0.4, 0.0], [0.0, -0.2, 0.1], [-0.7, -1.2, -0.1], [-0.2, 0.3, -0.3], [-0.4, 0.2, -0.5], [0.2, -0.1, -1.1], [0.3, 1.6, -0.5], [0.1, 0.8, -0.6], [-0.5, 0.6, 0.5], [-0.7, -1.3, -1.2], [-1.4, 0.1, 0.4], [0.2, -0.2, 0.1], [-0.7, 0.2, 0.2], [-0.2, 0.2, 0.9], [0.0, 0.3, -0.3], [-2.0, -1.5, -2.1], [0.6, 0.7, 0.3], [-0.5, 1.9, 0.1], [-0.3, -0.6, -1.1], [-0.1, 0.0, 0.2], [0.2, 0.0, 0.5], [0.0, -0.3, -0.2], [-0.1, 0.0, 0.2], [-0.2, 0.2, 0.3], [-4.3, -2.3, 0.6], [0.7, 0.8, 0.5], [-1.8, 0.6, -0.5], [-0.4, 0.3, -0.3], [-1.3, 0.0, -0.6], [0.7, 0.0, 0.2], [2.9, 1.4, -0.3], [-0.5, 0.3, 0.3], [-0.3, -0.6, -0.2], [0.2, 0.9, 0.6], [0.3, -3.4, -1.6], [0.0, 0.8, 0.4], [-0.5, -0.1, 0.0], [0.7, -0.1, -1.2], [0.3, -0.1, 0.4], [-0.1, -0.3, -0.5], [1.5, 2.2, 0.4], [0.2, 0.1, 0.3], [0.7, -0.5, -0.5], [0.3, 0.4, -0.4]],
  "lowdin_spin": [0.0081, 0.0005, 0.0082, 0.0016, 0.0020, 0.0022, 0.0009, 0.0047, 0.0007, 0.0016, 0.0037, 0.0085, 0.0007, 0.0027, 0.0011, 0.0016, 0.0935, 0.0144, 0.0011, 0.0001, 0.0022, 0.0121, 0.0083, 0.0012, 0.0627, 0.0023, 0.0008, 0.0004, 0.0003, 0.0087, 0.0075, 0.0015, 0.0005, 0.0013, 0.0023, 0.0138, 0.0085, 0.0015, 0.0010, 0.0038, 0.0015, 0.0056, 0.0006, 0.0192, 0.0027, 0.0027, 0.0024, 0.0023, 0.0053, 0.0005, 0.0200, 0.0009, 0.0096, 0.0145, 0.0509, 0.0023, 0.0067, 0.0032, 0.0204, 0.0012, 0.0026, 0.0029, 0.0044, 0.0012, 0.0015, 0.0029, 0.0014, 0.0023, 0.0021, 0.0163, 0.0084, 0.0009, 0.0016, 0.0103, 0.0047, 0.0051, 0.0017, 0.0013, 0.0020, 0.0072, 0.0011, 0.0023, 0.0025, 0.0012, 0.0306, 0.0007, 0.0015, 0.0003, 0.0042, 0.0015, 0.0006, 0.0022, 0.0065, 0.0008, 0.0015, 0.0091, 0.0013, 0.0022, 0.0058, 0.0005, 0.0004, 0.0015, 0.0006, 0.0111, 0.0028, 0.0019, 0.0007, 0.0057, 0.0042, 0.0063, 0.0017, 0.0004, 0.0046, 0.0002, 0.0023, 0.0001, 0.0388, 0.0003, 0.0007, 0.0002, 0.0003, 0.0010, 0.0070, 0.0021, 0.0012, 0.0019, 0.0013, 0.0197, 0.0125, 0.0026, 0.0104, 0.0157, 0.0004, 0.0007, 0.0028, 0.0063, 0.0081, 0.0014, 0.0064, 0.0017, 0.0018, 0.0007, 0.0020, 0.0033, 0.0056, 0.0019, 0.0020, 0.0009, 0.0084, 0.0008, 0.0040, 0.0044, 0.0042, 0.0002, 0.0064, 0.0003, 0.0011, 0.0008, 0.0199, 0.0196, 0.0011, 0.0003, 0.0004, 0.0005, 0.0005, 0.0020, 0.0032, 0.0003, 0.0049, 0.0003, 0.0020, 0.0029, 0.0017, 0.0012, 0.0126, 0.0043, 0.0011, 0.0012, 0.0125, 0.0105, 0.0034, 0.0003, 0.0021, 0.0017, 0.0014, 0.0226],
  "orbital_gap_ev": [1.35, 8.07],
  "mol_weight_g_mol": 1280.207,
  "charge": -1,
  "lumo_ev": [1.95, 1.90],
  "s2": 0.750,
  "spin_multiplicity": 2
}

=====

No. 2
{
  "formula": "C4H5N3O",
  "method": "wB97M-V/def2-TZVPD",
  "elements": ["H", "H", "H", "N", "C", "H", "C", "N", "N", "O", "C", "C", "H"],
  "xyz": [[1.4180, -1.9954, 0.8174], [2.2759, 0.1456, 1.2052], [2.9540, 0.0871, -0.4753], [1.1268, 1.1733, -0.1542], [1.2926, -1.2994, -0.0720], [1.2824, 2.1022, 0.2942], [-0.1169, -0.7005, -0.0323], [-2.3041, -0.2987, 0.0527], [-1.3748, -1.1326, 0.0163], [-1.2390, 1.3031, 0.0208], [-0.1773, 0.7464, -0.0971], [2.0391, 0.0810, 0.1261], [1.6224, -1.9232, -0.9589]],
  "atomic_forces_ev_per_a": [[0.1, 1.0, -0.9], [0.4, -0.1, -0.5], [-0.2, 0.4, 0.2], [-0.7, 2.3, -0.1], [-1.0, -0.2, 0.8], [0.1, -1.3, -0.7], [-0.3, -0.6, -0.9], [2.6, -3.3, 0.0], [-2.5, 3.7, 0.1], [-1.9, 1.2, -0.2], [3.2, -2.9, 0.6], [0.8, -1.3, 1.1], [-0.6, 1.2, 0.6]],
  "nbo_charge": [0.2255, 0.1893, 0.2081, -0.6039, -0.4232, 0.4041, -0.1164, 0.0795, -0.0925, -0.4732, 0.5882, -0.2080, 0.2226],
  "orbital_gap_ev": 8.66,
  "mol_weight_g_mol": 111.104,
  "relative_energy_kcal_mol": 83.8,
  "lumo_ev": 0.39
}